A single C3H8NO2P molecule in a non-equilibrium geometry. Source: OMol25; level of theory: ωB97M-V/def2-TZVPD.

Positions of all 15 atoms, in Å:
1 N 1.54 1.05 -2.60
2 C 0.52 0.32 -1.96
3 C 0.24 0.46 -0.59
4 C -0.73 -0.38 0.15
5 P 0.01 -1.06 1.80
6 O 0.39 0.15 2.70
7 O -1.32 -1.51 2.71
8 H 1.34 1.47 -3.54
9 H 2.10 1.59 -1.98
10 H 0.00 -0.35 -2.49
11 H 0.70 1.14 -0.02
12 H -1.57 0.28 0.47
13 H -1.31 -1.27 -0.35
14 H -0.04 0.25 3.57
15 H -1.87 -2.15 2.12

Energy above the lowest of the compared OMol25 structures with the same formula, charge and spin, eV: 1.274
Max |F|, eV/A: 6.6
SMILES: N/C=C/CP(O)O
Frontier orbital gap, eV: 8.333
HOMO energy, eV: -7.46